(1)
Formula: C8H9NO
Source: the Open Molecules 2025 dataset
Level of theory: wB97M-V/def2-TZVPD

```
19
C8H9NO (wB97M-V/def2-TZVPD)
O 2.42432 4.26774 -0.27760
H 1.68835 3.86499 0.23659
H 2.46148 5.20104 0.03195
C 0.78860 -2.05247 -1.08891
C 1.88640 -1.74530 -0.34959
C -2.62115 -0.48601 -0.24129
C -2.14072 0.28871 0.88619
C -1.73346 -1.29240 -0.94837
C -0.77058 0.27367 1.21321
C -0.32602 -1.35167 -0.58287
C 0.09849 -0.55534 0.48630
N 1.45995 -0.80657 0.56316
H 0.75751 -2.54975 -2.05836
H 2.93596 -2.00496 -0.48783
H -3.70428 -0.52397 -0.41728
H -2.78866 0.97749 1.44419
H -2.12013 -1.95588 -1.73316
H -0.37192 0.88568 2.03305
H 2.07585 -0.43502 1.29058
```

Values from the calculation:
Kohn-Sham gap (eV): 8.62
HOMO level (eV): -7.98


(2)
Formula: C8H9NO
Source: the Open Molecules 2025 dataset
Level of theory: wB97M-V/def2-TZVPD

```
19
C8H9NO (wB97M-V/def2-TZVPD)
C -0.30579 -1.82270 1.15206
C -0.05151 -0.72747 2.07163
C -0.40740 -1.40101 -0.15335
C -0.50981 0.52487 1.78716
C -0.38782 0.00568 -0.58373
C -1.27548 0.70465 0.51831
C 0.80484 0.23392 -1.38663
C 1.38063 1.53363 -1.85601
N -2.53990 0.99322 0.72092
O 1.59588 -0.77742 -1.74240
H -0.02819 -2.89783 1.36999
H 0.39225 -1.07466 3.05787
H -0.76404 -2.00565 -0.97066
H -0.47308 1.45487 2.38108
H 0.99543 1.85611 -2.84136
H 2.34109 1.37076 -2.12840
H 1.03821 2.39082 -1.26141
H -3.02295 1.34046 1.52934
H 1.21763 -1.70226 -1.66439
```

Values from the calculation:
Kohn-Sham gap (eV): 8.23
HOMO level (eV): -8.08


It is (2) that is the least stable of them.


(1)
Formula: C5H14NO2
Source: the Open Molecules 2025 dataset
Level of theory: wB97M-V/def2-TZVPD

```
22
C5H14NO2 (wB97M-V/def2-TZVPD)
C -0.61128 -0.11517 2.60357
C -0.13771 0.00304 1.13739
C -1.38506 -0.08236 0.13035
C -1.00076 -0.35919 -1.30778
C -0.40500 0.70467 -2.08658
O 0.28953 1.61486 -1.63461
N 0.51557 1.29100 0.86727
H 0.37782 -0.48806 3.25341
H -1.43280 -0.70226 2.64549
H -0.97172 0.81066 3.18911
H 0.47679 -0.81502 0.92714
H -1.87658 0.96652 0.06438
H -2.16778 -0.91037 0.40056
H -1.82804 -0.95765 -1.59302
H -0.25381 -1.32450 -1.37600
H -0.74153 0.65840 -3.14791
H 1.51996 1.13857 0.62398
H 0.57408 1.98118 1.57764
H 0.17120 1.73789 -0.09328
H 2.12592 -3.20690 -0.77161
H 2.82310 -2.39680 0.31953
O 2.06461 -2.41920 -0.23439
```

Values from the calculation:
Total charge: +1
Kohn-Sham gap (eV): 11.32
HOMO level (eV): -14.68


(2)
Formula: C5H14NO2
Source: the Open Molecules 2025 dataset
Level of theory: wB97M-V/def2-TZVPD

```
22
C5H14NO2 (wB97M-V/def2-TZVPD)
C 0.97734 -2.33669 0.85019
O 1.11474 -2.00995 -0.57510
C 1.52653 -1.10290 1.56332
C 0.39792 -0.09633 1.89618
C -0.00119 0.57803 0.59028
C -0.75285 1.67670 0.44147
N -0.93748 2.14994 -0.92452
H -0.11501 -2.39035 0.97671
H 1.70061 -3.18714 1.00368
H 1.61449 -2.61887 -1.13254
H 2.04446 -1.19413 2.54363
H 2.34453 -0.65021 0.98897
H -0.47427 -0.64609 2.23585
H 0.66066 0.67717 2.66426
H 0.51527 0.21147 -0.32374
H -1.21825 2.14015 1.30328
H -1.03735 3.17077 -1.00484
H -1.85448 1.94461 -1.34209
H -0.30555 1.79372 -1.64749
H -1.65986 0.63735 -3.99657
H -2.44679 0.20743 -2.88075
O -2.09347 1.04533 -3.23017
```

Values from the calculation:
Total charge: +1
Kohn-Sham gap (eV): 10.31
HOMO level (eV): -13.51


It is (1) that is the least stable of them.


(1)
Formula: C24H28N2O6
Source: the Open Molecules 2025 dataset
Level of theory: wB97M-V/def2-TZVPD

```
60
C24H28N2O6 (wB97M-V/def2-TZVPD)
C 4.03696 -5.40900 -1.11092
H 4.66270 -5.27371 -1.99056
O 2.82065 -4.76296 -1.38026
C 1.90243 -4.85856 -0.31729
C 0.63844 -4.08421 -0.68142
H 0.31892 -4.34742 -1.69046
H -0.14494 -4.31212 0.04910
O 0.86797 -2.68790 -0.71367
C 0.85927 -2.04034 0.47454
O 0.61946 -2.62662 1.51278
C 1.14874 -0.62354 0.29111
C 1.17476 0.29856 1.29161
N 1.44627 1.61974 1.03257
C 1.78928 2.07465 -0.24131
O 2.04751 3.24249 -0.45494
N 1.90730 1.13177 -1.19467
H 2.10855 1.49583 -2.11502
C 1.38171 -0.21622 -1.14549
C 0.12497 -0.32135 -1.99550
C 0.17317 -1.00051 -3.20469
C -0.94679 -1.09843 -4.00782
C -2.11593 -0.46437 -3.63448
C -2.18179 0.24699 -2.44402
C -1.06685 0.28496 -1.59243
O -1.11538 0.93858 -0.37625
C -2.03634 0.38605 0.55010
H -3.03858 0.29701 0.12605
H -1.69782 -0.60095 0.88188
H -2.05795 1.07008 1.39646
O -3.37737 0.85781 -2.13107
C -3.31352 2.25957 -1.93104
H -2.59300 2.53504 -1.15847
H -3.04871 2.76674 -2.86513
H -4.31412 2.56083 -1.62551
H -2.99760 -0.49987 -4.25544
H -0.90487 -1.65034 -4.93422
H 1.09432 -1.48014 -3.49872
H 2.13293 -0.88519 -1.58928
C 1.36634 2.64734 2.06180
C -0.05343 3.07443 2.33758
C -0.60280 2.98063 3.60937
C -1.91025 3.37489 3.84015
C -2.67969 3.86806 2.80100
C -2.13296 3.97875 1.53263
C -0.82711 3.58600 1.30191
H -0.39442 3.67957 0.31801
H -2.72634 4.37891 0.72334
H -3.69998 4.17318 2.98037
H -2.32722 3.29632 4.83346
H -0.00446 2.60871 4.42993
H 1.85696 2.30695 2.97472
H 1.92007 3.50390 1.66238
C 0.92434 -0.05257 2.72113
H 0.69869 -1.10907 2.80885
H 0.08719 0.52470 3.10692
H 1.80562 0.16564 3.32320
H 1.63889 -5.91185 -0.13211
H 2.33372 -4.44301 0.60533
H 3.88630 -6.48098 -0.93014
H 4.53581 -4.97344 -0.23596
```

Values from the calculation:
Kohn-Sham gap (eV): 9.11
HOMO level (eV): -8.37


(2)
Formula: C24H28N2O6
Source: the Open Molecules 2025 dataset
Level of theory: wB97M-V/def2-TZVPD

```
60
C24H28N2O6 (wB97M-V/def2-TZVPD)
C -6.47530 -0.21771 -1.52479
H -6.65560 0.85144 -1.37054
O -5.79819 -0.80049 -0.43656
C -4.45301 -0.41487 -0.31485
C -4.27674 1.02933 0.18405
H -4.52442 1.74450 -0.60792
H -4.90646 1.20089 1.05978
O -2.94335 1.24974 0.61380
C -2.02884 1.46482 -0.35391
O -2.34325 1.56311 -1.52188
C -0.67926 1.57374 0.19562
C 0.41329 1.98102 -0.49450
N 1.61585 2.11765 0.17812
C 1.64524 2.37274 1.54647
O 2.62507 2.83056 2.09628
N 0.47083 2.12890 2.17971
H 0.46491 2.31049 3.17098
C -0.45048 1.15510 1.63029
C 0.11258 -0.26316 1.74277
C 0.97450 -0.56440 2.79359
C 1.53766 -1.81700 2.91021
C 1.23599 -2.80593 1.99052
C 0.35554 -2.54522 0.95139
C -0.20654 -1.25784 0.81704
O -1.10905 -0.96984 -0.17186
C -0.77810 -1.33003 -1.50149
H -1.29281 -0.60891 -2.13743
H 0.29863 -1.26030 -1.67493
H -1.11902 -2.34081 -1.73370
O -0.02800 -3.47558 0.02768
C 0.50574 -4.77300 0.11426
H 0.05870 -5.32757 -0.70948
H 1.59452 -4.77206 -0.00250
H 0.24081 -5.25667 1.05972
H 1.67893 -3.78228 2.10320
H 2.21582 -2.03226 3.72148
H 1.22581 0.19336 3.51880
H -1.38812 1.20927 2.18915
C 2.88017 2.15302 -0.53355
C 3.15802 0.81999 -1.17858
C 3.54441 0.72867 -2.50913
C 3.77009 -0.50681 -3.09164
C 3.60695 -1.66448 -2.35049
C 3.23071 -1.58000 -1.02026
C 3.00993 -0.34606 -0.43679
H 2.71973 -0.28570 0.60168
H 3.11203 -2.47652 -0.43002
H 3.77613 -2.62824 -2.80742
H 4.06896 -0.56539 -4.12781
H 3.67275 1.62930 -3.09329
H 2.89758 2.95580 -1.27572
H 3.64026 2.37459 0.22373
C 0.41102 2.35388 -1.93912
H -0.60429 2.32813 -2.31869
H 1.01539 1.65082 -2.51007
H 0.82295 3.35314 -2.07347
H -4.00898 -1.09252 0.41868
H -3.92320 -0.53151 -1.26970
H -7.43126 -0.73310 -1.60017
H -5.91350 -0.35146 -2.45632
```

Values from the calculation:
Kohn-Sham gap (eV): 9.04
HOMO level (eV): -8.38


It is (2) that is the least stable of them.


(1)
Formula: C5H10NOS
Source: the Open Molecules 2025 dataset
Level of theory: wB97M-V/def2-TZVPD

```
18
C5H10NOS (wB97M-V/def2-TZVPD)
C 0.44608 -1.21360 0.83562
C 0.04140 -0.99735 -0.57313
C 0.17565 -0.04639 1.77431
C 2.01833 0.35509 -1.29186
C -2.42203 1.03821 0.77528
N 0.63667 -0.14112 -1.47900
O 0.25988 0.01487 -2.72498
S -1.40904 0.36190 2.16682
H -0.30215 -1.90445 1.25161
H 1.53678 -1.56462 0.96366
H -0.91022 -1.16229 -0.94562
H 0.86122 0.81802 1.58516
H 2.08440 0.25499 -0.18568
H 2.65685 -0.39848 -1.72200
H 2.05546 1.25609 -1.76449
H -1.87218 0.71371 -0.15245
H -2.51659 2.17576 0.77963
H -3.34052 0.43968 0.70710
```

Values from the calculation:
Total charge: -1
Kohn-Sham gap (spin up / spin down) (eV): 5.99 / 5.99
HOMO level (spin up / spin down) (eV): -2.16 / -2.16


(2)
Formula: C5H10NOS
Source: the Open Molecules 2025 dataset
Level of theory: wB97M-V/def2-TZVPD

```
18
C5H10NOS (wB97M-V/def2-TZVPD)
C -1.62297 0.18039 0.26200
N -0.61365 0.75129 -0.61898
C 0.75858 0.90995 -0.10127
C 1.82936 0.49326 -1.18216
S 1.60644 -1.28462 -1.69493
C 1.10506 0.24597 1.19724
O 1.03675 0.77788 2.29217
C -1.57529 -1.35704 0.40301
H -2.60024 0.53164 -0.09804
H -1.54200 0.62661 1.25777
H -0.58981 0.24246 -1.49466
H 0.87032 2.01589 -0.09692
H 1.55756 1.11008 -2.02549
H 2.80755 0.82621 -0.84933
H 1.45880 -0.79051 1.15317
H -0.98120 -1.63456 1.29898
H -2.43691 -1.93145 0.78595
H -1.06833 -1.71344 -0.48850
```

Values from the calculation:
Total charge: -1
Kohn-Sham gap (eV): 6.67
HOMO level (eV): -2.83


It is (1) that is the least stable of them.